C32H44N4O2PtSSb2 as an isolated structure, computed with ωB97M-V with the def2-TZVPD basis set.

Element x y z (Å)
Pt  -0.148  0.703  0.246
C  -3.979  -0.034  4.899
C  -2.505  0.208  5.207
N  -1.641  -0.484  4.265
C  -1.471  -0.041  3.021
S  -0.590  -1.103  1.926
N  -1.993  1.102  2.671
N  -1.673  1.671  1.534
C  -2.326  2.689  1.057
C  -3.539  3.239  1.726
C  -1.795  3.303  -0.150
C  -2.259  4.542  -0.605
C  -1.721  5.092  -1.752
C  -0.742  4.388  -2.441
C  -0.343  3.159  -1.940
N  -0.837  2.637  -0.827
H  -4.597  0.651  5.469
H  -4.271  -1.048  5.153
H  -4.171  0.133  3.841
H  -2.252  -0.134  6.210
H  -2.279  1.273  5.128
H  -1.371  -1.437  4.459
H  -3.832  2.591  2.547
H  -4.358  3.323  1.014
H  -3.330  4.233  2.123
H  -3.027  5.066  -0.064
H  -2.068  6.048  -2.107
H  -0.305  4.774  -3.348
H  0.408  2.572  -2.465
C  2.777  0.037  3.274
Sb  1.800  1.554  2.101
C  1.167  2.850  3.713
C  3.627  2.607  1.425
C  4.623  1.660  0.903
C  5.630  1.214  1.752
C  6.627  0.357  1.319
C  6.635  -0.090  -0.004
C  5.636  0.303  -0.855
C  4.603  1.188  -0.450
C  3.638  1.575  -1.393
Sb  1.634  -0.264  -1.552
C  3.015  -1.879  -1.303
C  1.596  -0.157  -3.699
H  3.356  -0.615  2.627
H  2.048  -0.554  3.819
H  3.441  0.529  3.978
H  2.015  3.037  4.367
H  0.372  2.368  4.276
H  0.802  3.794  3.313
H  3.980  3.095  2.327
H  3.310  3.352  0.703
H  5.656  1.588  2.766
H  7.404  0.045  1.999
H  7.427  -0.734  -0.353
H  5.638  -0.035  -1.879
H  3.875  1.398  -2.430
H  3.013  2.435  -1.207
H  3.793  -1.785  -2.054
H  2.461  -2.802  -1.447
H  3.467  -1.861  -0.316
H  1.790  -1.160  -4.068
H  2.348  0.530  -4.073
H  0.610  0.167  -4.021
C  -3.962  -6.140  -3.893
C  -3.307  -4.949  -3.296
C  -2.871  -3.900  -4.107
C  -2.220  -2.797  -3.579
C  -1.751  -1.685  -4.461
C  -1.984  -2.756  -2.196
C  -2.461  -3.765  -1.348
C  -2.241  -3.686  0.127
C  -3.103  -4.854  -1.915
C  -1.130  -1.638  -1.643
O  0.111  -1.831  -1.840
O  -1.643  -0.673  -1.081
H  -4.320  -5.932  -4.898
H  -4.785  -6.499  -3.278
H  -3.240  -6.957  -3.959
H  -3.043  -3.951  -5.171
H  -2.266  -1.701  -5.418
H  -0.682  -1.793  -4.649
H  -1.923  -0.722  -3.983
H  -2.536  -2.707  0.503
H  -1.186  -3.829  0.359
H  -2.818  -4.447  0.644
H  -3.446  -5.653  -1.273

Cartesian forces, eV/Å:
-0.9 -0.6 1.1
0.1 0.0 0.0
-0.5 0.2 0.1
0.2 -0.3 -0.2
0.0 0.6 -0.7
1.3 1.1 -1.4
-0.9 0.1 2.0
0.8 -0.2 -2.2
0.0 -0.7 1.1
0.1 0.0 0.2
0.0 0.4 -0.6
0.2 -0.5 0.2
0.2 -0.2 -0.2
-0.2 0.0 0.2
0.4 0.1 -0.6
0.7 -0.9 0.6
-0.1 0.1 0.1
0.0 -0.1 0.0
-0.1 0.0 0.0
0.1 0.0 -0.1
0.0 -0.1 0.1
0.0 0.1 0.0
0.0 0.1 -0.1
0.0 0.0 -0.1
-0.1 0.1 0.0
-0.1 0.0 0.1
0.0 0.1 -0.1
0.1 0.0 -0.1
-0.1 0.1 0.1
-0.4 -0.1 -0.4
0.1 -0.2 0.0
-0.5 -0.2 -0.6
-1.1 -0.1 -0.2
0.5 -0.8 -1.0
0.0 0.1 -0.1
0.0 -0.1 -0.3
0.2 0.0 0.6
-0.7 0.6 0.0
1.5 -0.6 1.6
-2.7 -0.7 -0.7
1.4 0.3 0.0
-0.5 0.1 0.4
-0.4 0.2 0.3
0.0 0.0 -0.1
-0.2 0.0 0.0
0.0 0.2 0.0
0.2 -0.1 -0.1
0.0 -0.1 0.0
0.0 0.0 0.0
-0.1 0.1 0.2
0.0 0.2 0.0
0.0 0.0 0.1
0.1 0.0 0.1
0.0 -0.1 0.0
0.0 0.0 -0.2
0.1 0.1 -0.2
0.1 0.3 -0.1
0.0 0.1 -0.1
0.0 0.0 0.0
0.0 0.0 0.1
-0.1 -0.1 0.1
0.1 0.1 0.1
0.0 0.0 -0.1
0.0 -0.5 -0.1
0.3 0.6 0.3
-0.1 -0.2 0.4
0.1 -0.1 0.6
0.2 0.0 -0.1
-0.4 0.0 -0.2
0.2 0.2 -0.4
0.0 0.1 0.1
0.0 0.1 -0.5
0.0 -1.9 -1.1
0.8 0.7 0.3
0.2 2.4 1.6
-0.1 0.0 0.0
-0.1 0.0 0.0
0.0 0.0 -0.1
-0.1 0.0 -0.2
0.0 0.1 0.0
0.0 0.1 -0.1
0.0 0.2 -0.1
0.0 0.0 0.1
0.1 -0.1 0.1
0.0 -0.1 0.1
-0.1 -0.1 0.1

The largest force on an atom is 2.92 eV/Å. The HOMO-LUMO gap (alpha / beta) comes out at 4.37 / 4.37 eV. As for the charge: +2.